# C16H30MoN2SSi2

A structure of composition C16H30MoN2SSi2 (wB97M-V/def2-TZVPD, OMol25).

Summary:
⟨S²⟩ ... 2.07
E_HOMO (alpha / beta) ... -0.5321 / -0.5218 hartree
Relative energy (zero: lowest compared OMol25 entry of this formula, charge and spin) ... 23.94 kcal per mole
Total energy ... -1781.955075 a.u.

```
! wB97M-V def2-TZVPD RIJCOSX def2/J DEFGRID3
* xyz 2 3
Mo 0.36 0.03 -0.18
C 2.92 -1.72 -0.36
C 3.28 -0.54 -1.24
N 2.10 0.35 -1.46
C 2.43 1.81 -1.32
C 2.69 2.22 0.13
S 1.37 1.68 1.29
C 2.27 0.61 2.46
C 3.02 -0.53 1.81
N 2.18 -1.27 0.83
H 3.84 -2.27 -0.10
H 2.28 -2.42 -0.90
H 3.66 -0.89 -2.20
H 4.07 0.05 -0.80
H 1.80 0.24 -2.43
H 1.60 2.37 -1.73
H 3.32 2.04 -1.91
H 2.75 3.30 0.19
H 3.63 1.82 0.51
H 1.48 0.25 3.13
H 2.93 1.24 3.06
H 3.38 -1.21 2.59
H 3.91 -0.16 1.30
H 1.79 -2.08 1.29
C -1.49 3.36 -0.11
Si -1.32 1.71 -0.96
C -1.44 1.89 -2.82
C -2.65 0.49 -0.32
C -3.94 1.02 -0.41
C -5.06 0.33 0.03
C -4.92 -0.92 0.61
C -3.65 -1.46 0.73
C -2.51 -0.80 0.27
Si -1.02 -1.94 0.54
C -0.86 -3.31 -0.71
C -0.80 -2.48 2.31
H -2.43 3.85 -0.38
H -0.69 4.04 -0.40
H -1.47 3.25 0.98
H -2.42 2.31 -3.10
H -1.35 0.94 -3.35
H -0.69 2.58 -3.21
H -4.08 2.00 -0.85
H -6.04 0.78 -0.08
H -5.78 -1.46 0.96
H -3.57 -2.45 1.19
H -1.74 -3.95 -0.63
H 0.02 -3.93 -0.54
H -0.84 -2.94 -1.74
H -1.65 -3.10 2.60
H -0.77 -1.64 3.00
H 0.09 -3.10 2.45
*
```